2 unconnected molecules or ions with the total composition C6H7N, computed with wB97M-V/def2-TZVPD.

Gap between HOMO and LUMO: 0.298 Eh
Molecular weight: 93.1 g mol⁻¹
E_tot: -287.3668 hartree
Relative energy (zero: lowest compared OMol25 entry of this formula, charge and spin): 5.998 eV
HOMO level: -7.93 eV
Max |F|: 6.97 eV Å⁻¹

```
14
C6H7N | OMol25 | wB97M-V/def2-TZVPD
C 1.700 -0.823 0.017
C 1.821 0.772 0.055
C 0.290 0.702 -0.161
C -1.086 1.168 -0.011
C -1.067 -1.111 0.016
C 0.190 -0.677 -0.134
H 1.895 -1.312 -0.997
H 1.847 -1.546 0.921
H 1.913 0.863 1.244
H 2.487 1.562 -0.320
H -1.790 2.092 0.037
H -2.923 -0.139 0.776
H -1.840 -1.969 0.132
N -1.812 0.037 -0.069
```

Here are the Löwdin charges for atoms 1 to 6, given in e:
1. C -0.1239
2. C -0.0781
3. C -0.1879
4. C -0.1104
5. C -0.1391
6. C -0.2965

=====

2 unconnected molecules or ions with the total composition C6H7N, computed with wB97M-V/def2-TZVPD.

Gap between HOMO and LUMO: 0.371 Eh
SMILES: C1=CN=CC1.C#C
Molecular weight: 93.1 g mol⁻¹
E_tot: -287.4346 hartree
Relative energy (zero: lowest compared OMol25 entry of this formula, charge and spin): 4.153 eV
HOMO level: -9.10 eV
Max |F|: 2.84 eV Å⁻¹

```
14
C6H7N | OMol25 | wB97M-V/def2-TZVPD
C -2.788 1.562 -1.528
C -1.838 1.649 -2.240
C 0.857 -1.337 1.875
C 1.464 -1.462 0.691
C 1.073 -0.276 -0.159
C 0.227 0.429 0.787
N 0.035 -0.211 1.880
H -3.387 1.030 -0.861
H 0.966 -2.036 2.722
H -1.158 2.115 -2.895
H 2.073 -2.306 0.409
H 2.047 0.151 -0.231
H 0.696 -0.709 -1.059
H -0.268 1.401 0.610
```

Here are the Löwdin charges for atoms 1 to 6, given in e:
1. C -0.0010
2. C -0.0074
3. C -0.1642
4. C -0.0987
5. C -0.1699
6. C -0.1809